Version a
DFT (wB97M-V/def2-TZVPD) results for the molecule C5H14N2O.

Its LUMO energy is 0.91 eV. The SMILES is CC[C@@H](CN)NCO.

```
! wB97M-V def2-TZVPD RIJCOSX def2/J DEFGRID3
* xyz 0 1
O 1.482 2.558 -0.619
N -0.645 -2.653 0.219
N 0.573 0.478 -1.481
C -0.942 0.021 2.036
C 1.710 1.332 -1.317
C -0.480 -1.564 -0.748
C -0.706 0.620 0.642
C 0.174 -0.266 -0.277
H -1.421 -1.387 -1.279
H -1.644 0.695 0.144
H 0.169 -2.688 0.819
H 2.155 1.602 -2.282
H 2.472 0.794 -0.750
H -1.369 0.784 2.707
H -0.155 1.063 -1.889
H -1.433 -2.481 0.815
H 0.182 -1.933 -1.518
H 0.662 2.978 -0.893
H -1.635 -0.806 2.017
H 1.069 -0.498 0.294
H -0.007 -0.211 2.550
H -0.211 1.564 0.812
*
```

=====

Version b
DFT (wB97M-V/def2-TZVPD) results for the molecule C5H14N2O.

Its LUMO energy is 1.04 eV. The SMILES is C[C@H](O)CCNCN.

```
! wB97M-V def2-TZVPD RIJCOSX def2/J DEFGRID3
* xyz 0 1
O -0.186 2.388 -1.431
N 0.580 -2.040 -0.043
N -2.040 -2.456 0.303
C 0.568 1.852 -0.216
C 0.961 -0.716 -0.476
C 0.170 0.470 0.202
C 0.530 2.948 0.869
C -0.742 -2.618 -0.534
H -1.853 -2.323 1.306
H -0.885 0.505 -0.350
H 0.793 -2.312 0.960
H -0.889 -2.207 -1.512
H 1.042 -0.583 -1.619
H 2.064 -0.664 -0.141
H 0.361 2.522 1.900
H -2.525 -3.365 0.250
H 0.004 0.260 1.271
H 1.500 3.177 1.043
H 1.551 1.811 -0.794
H 0.110 4.008 0.833
H -0.349 -3.718 -0.516
H -0.765 3.061 -1.305
*
```

=====

Version c
DFT (wB97M-V/def2-TZVPD) results for the molecule C5H14N2O.

Its LUMO energy is 0.89 eV. The SMILES is C[C@H](O)CC(C)(N)N.

```
! wB97M-V def2-TZVPD RIJCOSX def2/J DEFGRID3
* xyz 0 1
O -1.233 2.273 -1.545
N -0.696 -1.902 -0.354
N -0.893 -1.088 1.830
C 1.255 -1.036 0.807
C -0.240 -0.888 0.556
C 1.197 1.707 -0.919
C -0.135 1.046 -1.128
C -0.979 0.645 -0.019
H -0.181 0.401 -2.003
H 1.190 2.360 -0.043
H 1.441 2.332 -1.784
H 1.858 -1.041 -0.102
H 2.020 0.994 -0.853
H -1.891 -1.211 1.682
H 1.489 -2.025 1.229
H 1.629 -0.305 1.529
H 0.054 -2.382 -0.852
H -0.981 1.341 0.822
H -1.125 3.005 -0.916
H -1.995 0.377 -0.310
H -1.205 -2.658 0.092
H -0.582 -1.946 2.279
*
```

=====

Name the most stable of them. version a.

=====

Version a
DFT (wB97M-V/def2-TZVPD) results for a cluster of 2 separate species, C5H14N2O in total.

Its LUMO energy is -0.10 eV. The SMILES is CC(C)C.NCN=O.

```
! wB97M-V def2-TZVPD RIJCOSX def2/J DEFGRID3
* xyz 0 1
O 0.785 -1.507 1.638
N 1.540 -0.709 1.115
N 3.503 -0.688 -0.173
C -2.150 -0.225 0.866
C 2.124 -1.106 -0.161
C -0.179 1.372 0.476
C -1.881 0.864 -1.395
C -1.175 0.242 -0.200
H -0.603 -0.622 -0.551
H -1.166 1.157 -2.163
H 3.930 -0.840 -1.078
H -0.883 2.179 0.716
H -1.605 -0.635 1.717
H -2.439 1.749 -1.085
H -2.771 0.605 1.208
H 0.530 1.760 -0.246
H 4.038 -1.166 0.539
H -2.802 -1.008 0.475
H 0.254 1.138 1.446
H 1.947 -2.180 -0.369
H -2.584 0.160 -1.842
H 1.585 -0.539 -0.932
*
```

=====

Version b
DFT (wB97M-V/def2-TZVPD) results for a cluster of 3 separate species, C5H14N2O in total.

Its LUMO energy is 0.88 eV. The SMILES is C/N=C(\C)N.C=C.O.

```
! wB97M-V def2-TZVPD RIJCOSX def2/J DEFGRID3
* xyz 0 1
O -1.303 0.898 -1.577
N 0.647 1.238 0.656
N 0.992 -0.182 -1.088
C 1.888 -0.801 1.125
C -2.702 0.583 0.447
C 1.671 -1.282 -1.727
C 1.233 0.135 0.148
C -2.094 0.735 1.638
H -2.924 -0.400 0.060
H -3.251 1.395 -0.002
H -1.851 -0.127 2.244
H 1.277 -2.243 -1.379
H -0.327 0.283 -1.453
H -2.126 1.684 2.154
H 2.935 -0.947 0.854
H 0.113 1.761 -0.030
H 0.025 1.099 1.495
H 2.749 -1.281 -1.545
H 1.518 -1.198 -2.802
H 1.829 -0.406 2.136
H 1.403 -1.778 1.096
H -1.703 0.835 -2.449
*
```

=====

Version c
DFT (wB97M-V/def2-TZVPD) results for the molecule C5H14N2O.

Its LUMO energy is 1.02 eV. The SMILES is C[C@H](O)CNCCN.

```
! wB97M-V def2-TZVPD RIJCOSX def2/J DEFGRID3
* xyz 0 1
O -2.636 -0.196 -0.267
N 3.655 -0.477 -0.305
N -0.084 -0.090 -0.869
C -1.944 0.782 0.536
C 1.320 -0.180 -1.197
C -0.404 0.596 0.370
C 2.267 -0.930 -0.232
C -2.340 0.439 1.955
H -1.495 0.652 2.620
H 2.284 -2.003 -0.380
H -2.392 -0.635 2.169
H 3.816 0.506 -0.446
H -3.268 0.839 2.308
H 1.890 -0.727 0.773
H 4.165 -1.093 -0.915
H -2.374 -0.083 -1.194
H -0.036 0.116 1.238
H -0.019 1.619 0.354
H 1.780 0.802 -1.335
H 1.421 -0.612 -2.199
H -0.459 -1.015 -0.756
H -2.257 1.763 0.188
*
```

=====

Version d
DFT (wB97M-V/def2-TZVPD) results for a cluster of 2 separate species, C5H14N2O in total.

Its LUMO energy (spin up / spin down) is 0.05 / -0.15 eV.

```
! wB97M-V def2-TZVPD RIJCOSX def2/J DEFGRID3
* xyz 0 1
O -0.971 -1.554 0.349
N 0.197 -0.831 2.121
N 0.153 -1.698 0.989
C -2.533 0.574 -1.119
C 1.486 -1.341 -0.034
C 1.334 -0.056 -0.627
C -1.075 0.827 -0.733
C 1.804 1.168 0.078
H -0.557 1.318 -1.551
H -3.040 1.519 -1.333
H 1.314 1.247 1.055
H -3.072 0.067 -0.319
H 2.309 -1.429 0.671
H -2.600 -0.052 -2.010
H 0.739 -1.274 2.856
H 1.603 2.074 -0.493
H 1.181 -0.008 -1.694
H 2.882 1.109 0.265
H -0.995 1.463 0.147
H -0.858 -0.346 -0.283
H -0.756 -0.596 2.387
H 1.456 -2.180 -0.720
*
```

=====

Name the most stable of them. version c.

=====

Version a
DFT (wB97M-V/def2-TZVPD) results for a cluster of 2 separate species, C5H14N2O in total.

Its LUMO energy is -0.19 eV.

```
! wB97M-V def2-TZVPD RIJCOSX def2/J DEFGRID3
* xyz 0 1
O 0.627 -0.402 -0.669
N -0.351 2.285 0.226
N 1.322 -2.284 0.695
C 0.056 -2.431 1.394
C -1.517 1.419 -0.014
C 0.816 1.818 0.528
C -1.898 1.397 -1.480
C 1.157 -1.682 -0.630
H -2.055 2.405 -1.867
H 0.153 -2.951 2.346
H -0.614 -2.995 0.743
H 1.562 2.584 0.692
H -0.403 3.240 -0.081
H -2.343 1.786 0.604
H -0.421 -1.461 1.591
H 2.141 -1.691 -1.120
H 0.904 0.723 0.613
H -1.130 0.852 -2.026
H -1.242 0.431 0.335
H -2.814 0.812 -1.573
H 0.471 -2.353 -1.174
H 1.975 -1.718 1.223
*
```

=====

Version b
DFT (wB97M-V/def2-TZVPD) results for a cluster of 2 separate species, C5H14N2O in total.

Its LUMO energy is 0.86 eV. The SMILES is C=NCC.NCCO.

```
! wB97M-V def2-TZVPD RIJCOSX def2/J DEFGRID3
* xyz 0 1
O 1.324 -1.472 1.243
N 2.612 1.499 -0.568
N -1.482 -0.841 -0.623
C -2.606 1.353 -0.680
C -1.168 -1.909 0.074
C -2.327 0.109 0.123
C 2.333 -0.615 0.704
C 1.636 0.473 -0.203
H -1.797 0.394 1.075
H -1.703 1.875 -0.998
H -1.569 -2.114 1.056
H 3.231 1.189 -1.331
H 2.062 2.263 -0.995
H 3.053 -1.182 0.173
H -3.179 1.050 -1.499
H 1.243 0.020 -1.099
H -3.249 2.026 -0.103
H 2.879 -0.101 1.467
H 1.810 -1.974 1.914
H -3.253 -0.355 0.432
H 0.769 0.957 0.306
H -0.618 -2.646 -0.466
*
```

=====

Version c
DFT (wB97M-V/def2-TZVPD) results for a cluster of 2 separate species, C5H14N2O in total.

Its LUMO energy is 0.73 eV. The SMILES is C=CC[C@H](N)CN.O.

```
! wB97M-V def2-TZVPD RIJCOSX def2/J DEFGRID3
* xyz 0 1
O -0.559 -0.738 -3.007
N -1.511 0.274 1.967
N -0.644 -2.339 0.044
C 0.089 -1.349 1.040
C 0.964 2.294 -1.119
C -0.535 0.087 0.930
C 0.599 1.082 0.978
C 1.322 1.260 -0.310
H -0.640 -0.215 -3.714
H -2.187 -0.529 1.990
H -1.014 -0.045 -0.037
H 1.563 2.426 -1.939
H -0.080 -3.078 -0.078
H 0.342 3.080 -0.938
H 2.329 0.729 -0.492
H -1.114 0.463 2.930
H 0.064 2.085 1.213
H 1.325 1.006 1.837
H 1.177 -1.213 0.847
H -0.359 -1.621 -3.362
H -0.119 -1.768 2.055
H -1.012 -1.892 -0.835
*
```

=====

Version d
DFT (wB97M-V/def2-TZVPD) results for the molecule C5H14N2O.

Its LUMO energy is 0.92 eV. The SMILES is CCCC(N)(N)CO.

```
! wB97M-V def2-TZVPD RIJCOSX def2/J DEFGRID3
* xyz 0 1
O -2.886 0.267 0.498
N 0.236 -1.352 1.010
N -0.056 -1.069 -1.195
C -0.224 0.951 0.213
C -2.069 -0.874 0.257
C -0.530 -0.562 0.075
C 2.309 0.788 -0.554
C 1.211 1.518 0.197
H 3.191 1.434 -0.629
H 2.634 -0.109 -0.023
H 2.014 0.523 -1.572
H -0.006 -2.332 0.888
H -0.782 1.476 -0.577
H -0.436 -0.478 -1.936
H -2.686 0.563 1.405
H 1.543 1.655 1.234
H 1.146 2.533 -0.219
H -2.472 -1.363 -0.638
H -2.237 -1.579 1.081
H 1.204 -1.304 0.699
H -0.661 1.306 1.157
H -0.443 -1.993 -1.370
*
```

=====

Name the most stable of them. version d.

=====

Version a
DFT (wB97M-V/def2-TZVPD) results for a cluster of 2 separate species, C5H14N2O in total.

Its LUMO energy is 0.95 eV. The SMILES is C=CC[C@H](N)CN.O.

```
! wB97M-V def2-TZVPD RIJCOSX def2/J DEFGRID3
* xyz 0 1
O 1.857 -1.461 -2.039
N -1.023 0.735 -2.157
N -0.932 1.192 1.557
C 1.638 -0.751 1.865
C 0.753 -1.417 1.159
C -0.494 0.652 0.243
C -0.408 -0.868 0.402
C -1.423 1.213 -0.828
H 2.505 -0.835 -2.382
H -0.950 2.130 1.928
H 1.314 -1.052 -1.343
H -1.347 -1.341 0.738
H -0.482 1.446 -2.611
H -0.464 0.636 2.258
H 1.650 0.318 2.018
H -2.395 0.911 -0.429
H 2.489 -1.135 2.430
H 0.584 0.853 0.075
H -1.322 2.298 -0.836
H -0.314 -1.289 -0.603
H 0.536 -2.494 1.190
H -1.773 0.257 -2.636
*
```

=====

Version b
DFT (wB97M-V/def2-TZVPD) results for a cluster of 2 separate species, C5H14N2O in total.

Its LUMO energy is -3.93 eV.

```
! wB97M-V def2-TZVPD RIJCOSX def2/J DEFGRID3
* xyz 0 1
O -0.836 2.270 -0.566
N 1.148 -1.950 -0.264
N -0.654 0.691 1.483
C 0.708 0.485 -1.148
C 0.169 -1.805 0.793
C 1.148 -0.998 -1.416
C -0.813 0.926 -1.068
C 0.274 -0.473 1.573
H -1.314 0.838 -2.174
H 1.162 0.768 -0.197
H -0.938 -1.897 0.421
H -3.549 1.749 1.541
H 1.149 1.176 -1.907
H -0.709 0.974 2.474
H -1.420 0.179 -0.463
H 0.244 -0.793 2.722
H 0.413 -1.503 -2.117
H 2.154 -0.976 -1.844
H 0.240 -2.565 1.606
H 1.364 -0.094 1.455
H -3.716 2.312 1.064
H -0.760 1.677 1.006
*
```

=====

Version c
DFT (wB97M-V/def2-TZVPD) results for a cluster of 2 separate species, C5H14N2O in total.

Its LUMO energy is 0.90 eV. The SMILES is CC(O)=C(N)N.CC.

```
! wB97M-V def2-TZVPD RIJCOSX def2/J DEFGRID3
* xyz 0 1
O -2.487 -0.654 0.820
N -2.188 1.891 -0.151
N -0.376 1.240 -1.517
C -1.341 0.857 -0.572
C -0.807 -1.621 -0.694
C 1.806 0.254 1.283
C -1.521 -0.415 -0.170
C 2.632 -0.557 0.295
H 2.035 -0.047 2.303
H -2.843 -1.537 0.679
H 2.441 -0.246 -0.729
H -2.864 1.549 0.517
H 0.740 0.110 1.118
H 0.507 0.765 -1.416
H 2.398 -1.616 0.379
H -1.698 2.703 0.204
H 2.031 1.314 1.189
H -1.527 -2.339 -1.093
H 3.695 -0.427 0.493
H -0.244 -2.118 0.100
H -0.129 -1.350 -1.496
H -0.257 2.243 -1.541
*
```

=====

Version d
DFT (wB97M-V/def2-TZVPD) results for a cluster of 2 separate species, C5H14N2O in total.

Its LUMO energy is 0.85 eV. The SMILES is C=CCCNCN.O.

```
! wB97M-V def2-TZVPD RIJCOSX def2/J DEFGRID3
* xyz 0 1
O 3.401 2.347 -1.045
N -0.141 0.711 -0.314
N -1.668 2.149 -1.419
C 0.861 -2.841 1.914
C -0.428 -1.741 0.053
C 0.179 -1.800 1.438
C -1.075 -0.471 -0.422
C -0.884 1.952 -0.122
H -1.278 -0.552 -1.486
H -1.110 -2.655 -0.247
H 0.412 -2.151 -0.570
H -1.227 1.714 -2.165
H -0.235 2.750 0.056
H -2.663 1.652 -1.372
H -1.987 -0.308 0.148
H 1.068 -3.741 1.255
H 2.668 2.540 -1.582
H 3.555 1.833 -0.261
H 1.518 -2.802 2.793
H 0.458 0.456 0.545
H -1.573 1.883 0.717
H 0.149 -0.924 2.087
*
```

=====

Name the most stable of them. version c.